Record 1
The following is a DFT calculation (wB97M-V/def2-TZVPD) of C38H40CsN5O4SSb as an isolated structure in a non-equilibrium geometry.

XYZ file:
```
90
Properties=species:S:1:pos:R:3:forces:R:3:mulliken_charge:R:1
Cs 1.873 0.558 -0.854 0.035 0.124 0.292 1.303
C 1.094 -2.674 1.449 -1.726 0.217 1.169 -1.541
C -0.159 -2.796 0.570 1.010 -0.317 0.486 0.616
C -1.107 -3.781 0.862 -0.036 -0.733 0.464 -0.575
C -2.149 -3.998 -0.029 0.949 -0.430 -0.054 -0.647
C -2.193 -3.282 -1.210 0.364 0.946 0.168 -1.067
C -1.254 -2.285 -1.393 0.462 0.311 0.453 -0.208
N -0.258 -2.052 -0.521 -0.023 0.399 -0.239 0.568
Sb -1.273 -1.185 -3.220 0.184 -1.171 -1.157 0.546
C 0.869 -1.251 -3.506 -1.312 0.447 -0.305 0.352
C 1.386 -2.506 -3.557 0.612 -1.072 0.462 -1.078
C 2.757 -2.648 -3.813 -1.403 -1.265 -0.581 -0.754
C 3.452 -1.565 -4.216 0.842 1.595 0.561 -0.565
C 2.803 -0.307 -4.207 -0.004 -1.077 -0.340 0.776
C 3.509 0.868 -4.750 0.698 -0.485 -0.813 -1.230
N 1.535 -0.135 -3.841 0.349 -0.477 -0.126 -0.324
C -1.448 0.765 -2.610 -1.064 1.173 1.399 -0.367
C -1.540 1.152 -1.267 0.682 0.938 -0.695 -0.869
C -1.714 2.492 -0.932 -0.757 0.272 0.163 0.312
C -1.931 3.368 -1.984 0.030 0.621 -0.581 -0.823
C -1.915 2.888 -3.320 -0.388 0.144 1.565 0.356
C -2.169 3.795 -4.461 1.307 1.263 -0.597 -1.354
N -1.735 1.602 -3.616 0.638 0.265 0.093 -0.398
H 1.688 -3.572 1.378 0.032 -0.488 0.057 0.379
H 0.728 -2.520 2.518 0.706 -0.267 -1.254 0.397
H 1.761 -1.879 1.174 -0.032 0.481 -0.266 0.152
H -0.947 -4.459 1.739 -0.304 0.843 -0.827 0.380
H -2.768 -4.855 0.085 -0.732 -0.416 0.362 0.495
H -2.905 -3.383 -2.000 -0.596 -0.538 -0.113 0.530
H 0.762 -3.377 -3.277 0.469 0.559 -0.282 0.520
H 3.182 -3.639 -3.800 0.238 0.052 0.071 0.718
H 4.544 -1.601 -4.338 -0.607 -0.033 -0.289 0.244
H 2.862 1.293 -5.524 0.362 0.260 0.133 0.324
H 4.479 0.522 -5.173 -0.635 0.544 0.150 0.350
H 3.697 1.561 -3.961 0.149 0.852 0.377 0.259
H -1.387 0.484 -0.465 0.202 -1.050 0.586 2.016
H -1.774 2.843 0.125 0.221 -0.294 -1.076 -0.210
H -2.141 4.446 -1.808 0.288 -0.905 -0.083 0.337
H -2.788 3.296 -5.160 -0.238 -0.712 -1.031 0.394
H -1.171 4.090 -4.936 -1.413 -0.384 0.425 0.214
H -2.731 4.706 -4.240 0.360 0.029 0.491 0.393
O 3.139 -1.905 -1.032 1.106 -1.630 -0.020 -0.556
C 4.194 -2.637 -1.067 -0.067 0.094 0.402 -0.108
O 5.365 -2.260 -0.907 -0.277 0.038 -0.114 -0.818
C 4.074 -4.200 -1.363 -1.219 1.690 0.155 0.518
C 5.227 -4.975 -1.414 -2.184 -2.015 -0.386 -0.768
C 5.121 -6.341 -1.784 -0.380 1.299 0.656 -0.460
C 3.888 -6.838 -2.203 1.393 -0.810 -0.382 -0.530
C 2.779 -6.034 -2.173 -1.798 -0.635 0.290 -0.388
C 2.807 -4.746 -1.645 1.568 -1.068 -0.614 -0.025
H 6.103 -4.575 -1.028 1.589 0.797 0.302 0.563
H 5.957 -6.992 -1.600 0.315 -0.205 -0.396 0.383
H 3.824 -7.877 -2.573 -0.068 0.613 0.323 0.332
H 1.831 -6.543 -2.468 0.547 0.793 0.219 0.300
H 1.894 -4.209 -1.569 -0.329 0.735 0.229 0.464
C -3.780 -0.321 0.884 0.308 -0.144 -0.176 -0.850
C -3.216 -0.825 2.197 1.372 -1.634 -0.150 0.815
C -3.267 0.127 3.373 -0.964 -0.204 0.822 -1.461
N -2.514 1.339 3.097 1.148 -0.727 0.387 0.316
C -1.131 1.425 3.021 -0.966 1.041 -0.160 -0.123
S -0.147 0.099 3.292 0.270 0.112 0.014 -0.431
N -0.653 2.651 2.644 0.022 -0.943 0.211 0.337
C -1.360 3.800 2.638 -1.302 1.713 -1.499 -0.356
O -1.537 4.480 1.595 0.512 -1.030 1.525 -0.654
C -1.939 4.372 3.905 0.469 -0.745 0.811 0.619
C -2.933 5.347 3.814 -0.246 -0.124 -0.180 -0.376
C -3.467 5.863 4.982 0.108 -0.161 1.048 -0.530
C -3.036 5.389 6.240 -0.842 1.364 0.388 -0.306
C -2.069 4.451 6.319 1.460 -1.704 -0.534 -0.708
C -1.500 3.919 5.164 0.159 -0.182 -1.070 -0.035
H -3.565 -0.975 0.028 0.534 0.170 0.273 0.149
H -3.409 0.684 0.693 -0.016 -0.013 -0.248 -0.014
H -4.845 -0.300 0.861 -1.109 0.304 0.387 0.507
H -2.104 -1.030 2.075 -1.312 0.120 -0.054 -0.519
H -3.650 -1.817 2.484 0.160 0.783 -0.167 0.406
H -2.830 -0.379 4.254 -0.026 0.220 -0.378 0.363
H -4.347 0.348 3.679 1.384 0.238 -0.553 0.372
H -3.008 2.177 2.949 -0.619 0.809 -0.218 0.225
H 0.305 2.878 1.658 0.280 -0.043 -0.936 0.140
H -3.286 5.610 2.805 0.242 0.124 0.669 0.403
H -4.217 6.632 5.005 -0.283 0.187 -0.383 0.397
H -3.387 5.770 7.224 -0.210 0.021 -1.095 0.309
H -1.712 4.032 7.243 -0.080 0.197 0.467 0.399
H -0.714 3.135 5.191 -0.630 0.641 0.095 0.354
C 2.540 3.504 2.257 2.916 -0.809 0.260 -0.706
C 2.132 3.390 0.879 1.541 0.332 -2.390 -0.542
O 0.919 3.095 0.704 -1.496 -0.621 1.005 0.043
H 3.531 4.013 2.432 -1.206 -0.379 -0.298 0.260
H 2.705 2.436 2.493 0.037 0.144 0.267 0.164
H 1.767 3.840 2.843 -1.733 1.026 1.978 0.202
```
Forces are in eV/Å.

The relative energy (zero: lowest compared OMol25 entry of this formula, charge and spin) comes out at 69.0 kJ/mol. As for the net charge: -1. As for the electronic energy: -73616.2768 eV. The HOMO energy comes out at -4.37 eV. The frontier orbital gap is 6.43 eV.


Record 2
The following is a DFT calculation (wB97M-V/def2-TZVPD) of one molecule with the formula C6H9P in a non-equilibrium geometry.

XYZ file:
```
16
Properties=species:S:1:pos:R:3:forces:R:3:mulliken_charge:R:1
C -0.643 1.716 0.028 -4.303 1.447 -0.435 -1.364
C 0.454 0.838 0.131 4.000 -1.546 -0.096 0.458
C 1.652 1.169 0.678 -0.687 -2.452 -1.672 -0.774
P 3.064 0.067 0.296 -1.199 -0.691 -0.221 -0.146
C 2.049 -0.965 -0.589 -1.515 4.177 1.286 -0.621
C 0.566 -0.426 -0.671 1.539 -2.391 1.484 0.244
C -0.289 -1.664 -0.281 -1.927 -0.050 0.090 -1.181
H -1.522 1.459 0.639 0.207 -0.494 0.221 0.303
H -1.120 1.680 -0.971 0.517 0.084 0.148 0.291
H -0.550 2.768 0.279 0.848 0.083 -0.027 0.399
H 1.733 2.037 1.199 0.509 2.521 1.490 0.556
H 2.254 -1.886 -0.989 0.645 -2.029 -1.036 0.463
H 0.275 -0.298 -1.665 -0.132 0.867 -1.886 0.427
H 0.189 -2.161 0.612 -0.916 0.217 -1.019 0.333
H -0.434 -2.353 -1.197 0.703 0.819 1.645 0.298
H -1.377 -1.332 -0.060 1.710 -0.562 0.027 0.314
```
Forces are in eV/Å.

The relative energy (zero: lowest compared OMol25 entry of this formula, charge and spin) comes out at 110.8 kJ/mol. As for the electronic energy: -15654.5981 eV. The HOMO energy comes out at -8.37 eV. The frontier orbital gap is 8.67 eV. Its SMILES is CC1=CP=C[C@H]1C.


Record 3
The following is a DFT calculation (wB97M-V/def2-TZVPD) of C18H18F6N3O4PdS4 as an isolated structure.

XYZ file:
```
54
Properties=species:S:1:pos:R:3:forces:R:3:mulliken_charge:R:1
Pd 0.148 0.524 0.116 0.199 0.039 -0.352 0.353
C -0.404 -2.435 0.310 0.015 0.001 0.016 -1.249
N -1.239 -1.235 0.109 0.022 -0.005 -0.001 1.283
C -1.883 -1.213 -1.212 0.068 0.017 0.072 -1.110
C -0.850 -1.023 -2.312 0.039 0.038 0.043 -1.429
N -0.171 0.286 -2.232 -0.059 0.049 -0.030 1.764
C 1.112 0.225 -2.955 -0.034 -0.003 0.039 -1.302
C -1.045 1.339 -2.748 0.069 -0.074 -0.035 -0.897
C -1.245 1.435 -4.124 -0.013 0.020 0.012 -0.427
C -2.070 2.401 -4.668 0.016 -0.017 -0.029 -0.918
C -2.715 3.289 -3.814 -0.024 0.023 -0.002 -0.552
C -2.531 3.194 -2.451 -0.001 0.010 0.024 -0.821
C -1.695 2.220 -1.877 -0.021 0.015 -0.001 1.222
S -1.541 2.186 -0.139 -0.039 -0.008 0.019 -0.331
C -2.127 -1.076 1.245 0.058 0.001 -0.047 0.241
C -3.426 -1.562 1.212 0.046 0.040 0.020 -0.324
C -4.243 -1.459 2.329 -0.005 0.004 0.011 -0.866
C -3.737 -0.878 3.483 -0.046 -0.016 0.005 -0.511
C -2.440 -0.395 3.514 0.075 0.023 -0.011 -0.751
C -1.600 -0.471 2.398 -0.041 0.004 0.035 0.490
S 0.029 0.191 2.469 -0.051 -0.047 0.041 -0.418
H -1.001 -3.343 0.155 -0.007 0.005 0.005 0.308
H -0.018 -2.414 1.326 0.010 -0.005 0.001 0.388
H 0.450 -2.434 -0.365 0.003 0.006 -0.004 0.208
H -2.596 -0.386 -1.219 0.002 0.006 0.002 0.609
H -2.427 -2.148 -1.398 0.003 -0.012 -0.026 0.419
H -1.336 -1.137 -3.288 -0.029 -0.014 -0.001 0.366
H -0.083 -1.795 -2.246 -0.004 0.007 0.007 0.638
H 0.990 -0.147 -3.979 -0.012 0.008 -0.019 0.428
H 1.785 -0.438 -2.415 -0.014 0.014 -0.018 0.217
H 1.553 1.217 -2.978 0.014 -0.006 -0.008 0.221
H -0.742 0.742 -4.787 0.016 -0.015 0.011 0.274
H -2.203 2.465 -5.741 0.000 0.000 0.010 0.388
H -3.362 4.060 -4.215 0.004 -0.002 0.005 0.373
H -3.029 3.887 -1.784 0.005 -0.002 -0.002 0.415
H -3.811 -2.020 0.310 0.002 0.002 -0.006 0.307
H -5.260 -1.827 2.294 0.003 0.003 0.002 0.380
H -4.361 -0.785 4.364 -0.002 -0.005 -0.008 0.353
H -2.056 0.081 4.408 -0.002 -0.004 -0.009 0.425
F 4.693 1.257 -2.266 -0.018 0.006 0.012 -0.231
C 4.996 0.729 -1.076 -0.003 -0.152 0.015 0.603
F 5.941 1.461 -0.506 0.023 0.034 -0.022 -0.213
F 5.501 -0.497 -1.292 -0.007 0.051 0.016 -0.235
S 3.479 0.567 0.003 -0.092 0.290 -0.210 0.858
O 2.912 -0.683 -0.427 -0.147 -0.168 0.019 -0.615
O 3.968 0.700 1.340 -0.020 -0.017 -0.049 -0.631
N 2.493 1.717 -0.499 -0.026 -0.121 0.683 -0.197
S 2.740 3.214 0.043 0.006 0.038 -0.319 0.828
O 1.891 3.580 1.130 -0.024 -0.014 0.000 -0.628
O 4.132 3.564 0.075 0.024 -0.019 -0.009 -0.659
C 2.067 4.146 -1.429 0.040 0.057 0.078 0.655
F 0.764 4.358 -1.322 -0.075 -0.083 -0.023 -0.207
F 2.679 5.336 -1.481 -0.002 0.023 0.040 -0.251
F 2.303 3.519 -2.586 0.056 -0.026 -0.004 -0.241
```
Forces are in eV/Å.

The relative energy (zero: lowest compared OMol25 entry of this formula, charge and spin) comes out at 0.0 kJ/mol. As for the net charge: -1. As for the electronic energy: -94746.2843 eV. As for the spin multiplicity: 3. The HOMO energy (alpha / beta) comes out at -4.46 / -4.70 eV. The frontier orbital gap (alpha / beta) is 7.03 / 6.69 eV.


Record 4
The following is a DFT calculation (wB97M-V/def2-TZVPD) of one molecule with the formula C4H10NO2 in a non-equilibrium geometry.

XYZ file:
```
17
Properties=species:S:1:pos:R:3:forces:R:3:mulliken_charge:R:1
C 1.041 -0.476 0.811 -1.341 -0.566 -0.314 -0.463
O 2.347 -0.518 0.546 0.589 0.087 -0.032 -0.426
C 0.074 -0.574 -0.410 0.485 0.507 -0.203 0.033
C -1.237 0.160 -0.138 0.531 0.605 -0.122 0.004
C -1.086 1.693 -0.065 0.219 -0.728 -0.112 -1.257
O -1.722 -0.379 1.090 -0.544 -0.187 0.139 -0.545
N 0.717 -0.150 -1.666 0.190 -0.149 0.259 -0.711
H 0.813 -1.339 1.465 0.151 0.045 0.231 0.317
H 0.765 0.375 1.445 0.218 0.207 0.224 0.330
H -0.239 -1.591 -0.563 0.085 -0.696 0.101 0.403
H -1.901 -0.092 -0.959 -0.265 -0.057 -0.108 0.423
H -1.726 2.048 0.730 -0.175 0.308 0.097 0.361
H -1.362 2.133 -1.015 -0.048 0.208 -0.083 0.319
H -0.055 1.981 0.155 -0.079 0.073 0.059 0.318
H -2.691 -0.404 1.073 0.493 0.088 0.013 0.333
H 1.501 0.467 -1.457 -0.305 0.206 0.026 0.280
H 1.212 -0.965 -2.019 -0.204 0.049 -0.175 0.281
```
Forces are in eV/Å.

The relative energy (zero: lowest compared OMol25 entry of this formula, charge and spin) comes out at 100.8 kJ/mol. As for the electronic energy: -9892.6970 eV. As for the spin multiplicity: 2. The HOMO energy (alpha / beta) comes out at -9.56 / -9.50 eV. The frontier orbital gap (alpha / beta) is 10.33 / 8.04 eV.


Record 5
The following is a DFT calculation (wB97M-V/def2-TZVPD) of a 2-piece molecular cluster, C3H3ClN2 overall in a non-equilibrium geometry.

XYZ file:
```
9
Properties=species:S:1:pos:R:3:forces:R:3:mulliken_charge:R:1
C 0.021 -1.057 0.575 2.887 -1.765 0.950 -0.241
C 0.100 -0.173 -0.490 3.843 1.688 0.895 -0.312
C -1.599 -0.758 -0.281 -1.084 -0.262 0.096 0.786
N -1.277 -1.546 0.634 -2.376 0.042 0.010 -0.459
N -1.132 0.138 -1.026 -2.095 -0.736 -0.404 -0.436
Cl -4.514 0.561 -0.074 -0.005 -0.168 0.111 -0.269
H 0.740 -1.654 1.281 -1.057 1.759 -1.800 0.299
H 0.913 0.486 -0.829 -0.216 -0.690 0.298 0.356
H -3.875 1.091 -1.041 0.104 0.133 -0.156 0.276
```
Forces are in eV/Å.

The relative energy (zero: lowest compared OMol25 entry of this formula, charge and spin) comes out at 401.1 kJ/mol. As for the electronic energy: -18657.8318 eV. The HOMO energy comes out at -9.49 eV. The frontier orbital gap is 8.59 eV.


Record 6
The following is a DFT calculation (wB97M-V/def2-TZVPD) of one molecule with the formula C6H10O.

XYZ file:
```
17
Properties=species:S:1:pos:R:3:forces:R:3:mulliken_charge:R:1
C -2.203 -0.287 0.455 -0.029 -0.016 0.050 -1.541
C -1.002 0.073 -0.403 -0.134 0.008 -0.066 0.557
C 0.125 -0.998 -0.466 0.046 -0.129 -0.019 -0.947
C 1.102 0.050 0.055 -0.092 0.050 -0.150 0.842
C 2.522 0.230 -0.227 0.144 0.094 -0.265 -0.486
O 2.069 -0.218 1.047 0.005 -0.074 0.224 -0.527
C -0.003 1.088 0.221 0.028 0.121 0.070 -0.946
H -1.880 -0.596 1.458 -0.047 0.053 -0.162 0.354
H -2.882 0.566 0.570 0.090 -0.097 -0.018 0.366
H -2.771 -1.114 0.016 0.067 0.096 0.047 0.366
H -1.330 0.382 -1.401 0.065 -0.047 0.142 0.362
H -0.017 -1.823 0.242 0.008 0.115 -0.076 0.278
H 0.346 -1.412 -1.455 -0.017 0.068 0.156 0.286
H 3.053 -0.516 -0.820 -0.089 0.101 0.094 0.236
H 2.947 1.234 -0.243 -0.070 -0.141 0.010 0.237
H 0.135 2.029 -0.322 0.001 -0.157 0.085 0.285
H -0.210 1.312 1.273 0.022 -0.045 -0.120 0.278
```
Forces are in eV/Å.

The relative energy (zero: lowest compared OMol25 entry of this formula, charge and spin) comes out at 133.3 kJ/mol. As for the electronic energy: -8429.8587 eV. The HOMO energy comes out at -10.02 eV. The frontier orbital gap is 11.06 eV. Its SMILES is C[C@H]1C[C@]2(CO2)C1.